The following is a DFT calculation (the ωB97M-V functional and the def2-TZVPD basis) of a cluster of 2 separate species, C6H11BrN2O5 in total.

Summary:
Spin multiplicity: 1
Relative energy (zero: lowest compared OMol25 entry of this formula, charge and spin) in kJ/mol: 85.30
Electronic energy in eV: -89651.6322
E_LUMO in eV: -0.8
Frontier orbital gap in eV: 8.69
HOMO level in eV: -9.457
F_max in eV/A: 4.52
Net charge: 0

Structure (XYZ):
```
25
C6H11BrN2O5, DFT the ωB97M-V functional and the def2-TZVPD basis
C -0.163 2.328 -1.184
C 1.565 -1.454 1.500
C -1.583 -2.053 0.276
C -0.569 1.529 -0.008
C -0.469 -0.009 -0.184
C 1.681 -0.523 0.340
N -2.014 1.890 0.154
N 2.098 -1.077 -0.965
O -2.274 2.698 1.013
O -2.851 1.494 -0.597
O 1.996 -2.277 -1.039
O 2.299 -0.338 -1.922
O -1.055 -0.797 0.770
Br 2.581 1.152 0.637
H -0.228 3.407 -0.794
H -0.609 2.293 -2.154
H 0.855 2.094 -1.304
H 1.929 -2.467 1.242
H 2.050 -0.984 2.287
H 0.446 -1.349 1.593
H -0.743 -2.486 -0.228
H -2.406 -1.979 -0.320
H -1.822 -2.588 1.245
H -0.020 1.944 0.852
H -0.693 -0.447 -1.210
```

=====

The following is a DFT calculation (the ωB97M-V functional and the def2-TZVPD basis) of a cluster of 2 separate species, C7H9N2O2 in total.

Summary:
Spin multiplicity: 1
Relative energy (zero: lowest compared OMol25 entry of this formula, charge and spin) in kJ/mol: 305.84
Electronic energy in eV: -14477.9789
E_LUMO in eV: 3.8
Frontier orbital gap in eV: 7.84
HOMO level in eV: -4.005
F_max in eV/A: 3.80
Net charge: -1

Structure (XYZ):
```
20
C7H9N2O2, DFT the ωB97M-V functional and the def2-TZVPD basis
C 1.194 -0.951 -1.519
C 0.150 -1.701 0.418
C -0.945 -2.204 0.972
C -1.547 0.953 -0.830
C 0.188 -1.052 -2.387
C 0.181 1.660 0.756
C 1.085 1.713 1.941
N 1.185 -1.362 -0.162
N -0.425 0.707 0.242
O -1.441 2.013 -1.381
O -2.416 0.070 -0.723
H 2.189 -0.637 -1.616
H -1.323 -1.510 1.711
H -1.172 -3.213 0.793
H 0.334 -0.789 -3.448
H -0.838 -1.487 -2.164
H -0.154 2.712 0.490
H 1.660 0.803 1.943
H 0.437 1.707 2.847
H 1.658 2.570 2.117
```

=====

The following is a DFT calculation (the ωB97M-V functional and the def2-TZVPD basis) of a cluster of 2 separate species, C4H8Cl2S in total.

Summary:
Spin multiplicity: 1
Relative energy (zero: lowest compared OMol25 entry of this formula, charge and spin) in kJ/mol: 14.48
Electronic energy in eV: -40156.4569
E_LUMO in eV: 0.6
Frontier orbital gap in eV: 10.48
HOMO level in eV: -9.833
F_max in eV/A: 4.40
SMILES: C=C(C)C(Cl)Cl.S
Net charge: 0

Structure (XYZ):
```
15
C4H8Cl2S, DFT the ωB97M-V functional and the def2-TZVPD basis
C -0.783 0.505 0.507
C 1.259 -0.776 0.583
C 1.032 1.464 -0.831
C 0.448 0.475 0.095
S -2.468 -2.385 -0.464
Cl 2.687 1.859 -0.409
Cl 0.070 2.963 -0.596
H -2.356 -1.144 -0.959
H -1.539 1.282 0.209
H -1.148 -0.326 1.038
H 0.585 -1.294 1.120
H 1.608 -1.399 -0.227
H 2.139 -0.458 1.088
H 1.145 1.092 -1.924
H -2.679 -1.860 0.771
```

=====

> Which of these has the highest frontier orbital gap?

C4H8Cl2S

=====

> The lowest HOMO level belongs to which entry?

C4H8Cl2S

=====

> What is the E_LUMO in the first record?

-0.8 eV